1.
Here is C31H31IN2O2PS2Tm as an isolated structure in a non-equilibrium geometry from the Open Molecules 2025 dataset. Energies are from ωB97M-V/def2-TZVPD.

The geometry in XYZ format:
```
71
Properties=species:S:1:pos:R:3:mulliken_charge:R:1
Tm 1.11 -2.08 -0.50 0.463
C -1.15 -3.01 2.36 -1.362
N 0.04 -2.21 1.88 0.538
C 0.61 -1.52 2.77 0.048
C 1.71 -0.66 2.54 -0.089
C 2.56 0.02 3.39 -1.141
C 3.57 0.55 2.56 -0.554
C 3.22 0.23 1.25 -0.847
N 2.10 -0.47 1.19 0.358
C -2.43 -2.20 2.38 0.775
C -3.62 -2.74 1.88 -0.407
C -4.82 -2.04 2.04 -0.581
C -4.86 -0.76 2.58 -0.200
C -3.68 -0.15 3.03 -0.929
C -2.49 -0.91 2.91 0.367
H -0.82 -3.35 3.38 0.330
H -1.22 -4.03 1.83 0.232
H 0.41 -1.75 3.83 0.200
H 2.59 0.01 4.45 0.554
H 4.46 1.07 2.91 0.400
H 3.82 0.47 0.37 0.368
H -3.62 -3.70 1.42 0.406
H -5.77 -2.42 1.55 0.232
H -5.83 -0.23 2.64 0.275
H -3.72 0.80 3.51 0.468
H -1.57 -0.44 3.30 0.170
O -2.92 0.07 -0.81 -0.803
C -1.77 -0.15 -0.47 0.423
O -0.97 -1.13 -0.79 -0.558
C -1.11 0.96 0.35 0.844
P -0.02 2.13 -0.62 0.245
C 0.09 3.47 0.69 0.264
C 0.37 3.07 2.01 0.205
C 0.61 3.95 3.09 -0.789
C 0.49 5.35 2.78 -0.427
C 0.36 5.77 1.48 -0.520
C 0.14 4.87 0.42 -0.522
C -1.19 2.80 -1.92 0.490
C -2.07 3.93 -1.87 -0.457
C -2.94 4.06 -2.93 -0.478
C -2.92 3.23 -4.05 -0.566
C -2.01 2.20 -4.10 -0.524
C -1.18 1.98 -3.04 -0.679
H -0.35 0.49 0.95 -1.153
H -1.84 1.47 0.93 0.796
H 0.34 1.99 2.22 -0.085
H 0.89 3.68 4.11 0.422
H 0.51 6.13 3.54 0.325
H 0.43 6.83 1.16 0.285
H -0.07 5.22 -0.58 0.503
H -1.98 4.57 -1.01 0.493
H -3.61 4.91 -2.83 0.319
H -3.68 3.33 -4.81 0.344
H -1.91 1.57 -4.97 0.423
H -0.42 1.22 -3.02 0.545
C 5.09 -3.66 -3.13 -1.411
C 3.76 -3.04 -2.77 0.611
S 3.61 -2.81 -1.02 -0.374
C 2.84 -2.61 -3.67 0.402
C 3.01 -2.80 -5.15 -1.278
S 1.38 -1.65 -3.15 -0.417
H 5.18 -4.64 -2.65 0.241
H 5.92 -3.15 -2.64 0.238
H 5.23 -3.79 -4.20 0.401
H 4.10 -3.01 -5.35 0.295
H 2.69 -1.87 -5.69 0.259
H 2.46 -3.60 -5.59 0.223
I 1.50 -5.46 1.00 -0.230
C 0.58 -4.48 -0.81 -1.067
H -0.42 -4.97 -0.92 0.313
H 1.18 -4.90 -1.61 0.352
```

Calculated values
Frontier orbital gap (alpha / beta) in eV: 5.310 / 5.318
HOMO level (alpha / beta) in Ha: -0.0381 / -0.0384
Net charge: -2
LUMO energy (alpha / beta) in eV: 4.27 / 4.27
Multiplicity: 3

2.
Here is a 4-piece molecular cluster, C55H49Cl2FN2O6P overall from the Open Molecules 2025 dataset. Energies are from ωB97M-V/def2-TZVPD.

The geometry in XYZ format:
```
116
Properties=species:S:1:pos:R:3:mulliken_charge:R:1
C 2.23 -5.53 1.23 -1.343
C 3.04 -4.31 0.79 0.368
Cl 4.76 -4.54 1.24 -0.163
C 3.04 -4.05 -0.72 -1.510
C 1.72 -3.75 -1.32 1.055
N 0.64 -4.42 -1.15 0.556
C -0.57 -3.96 -1.93 0.039
C -1.43 -3.06 -1.02 -0.932
C -1.96 -3.61 0.31 -0.524
C -3.37 -4.25 0.35 -0.818
C -4.25 -4.16 -0.89 -0.023
N -5.65 -4.42 -0.50 -0.696
P -1.43 -5.47 -2.69 -0.055
C -1.64 -6.59 -1.23 -1.144
C -0.11 -6.37 -3.62 -1.155
C 0.19 -3.07 -2.97 1.141
F 0.61 -3.80 -4.05 -0.305
Cl -0.73 -1.71 -3.62 -0.209
C 1.44 -2.60 -2.24 -1.639
H 2.79 -6.10 1.96 0.488
H 2.04 -6.21 0.39 0.395
H 1.29 -5.23 1.69 0.230
H 2.74 -3.40 1.32 0.392
H 3.44 -4.94 -1.21 0.347
H 3.74 -3.24 -0.97 0.566
H 0.61 -5.25 -0.57 -0.024
H -2.21 -2.60 -1.62 0.206
H -0.75 -2.24 -0.75 0.530
H -1.97 -2.78 1.01 0.528
H -1.23 -4.31 0.73 -0.082
H -3.95 -3.76 1.14 0.393
H -3.31 -5.30 0.66 0.277
H -3.95 -4.87 -1.66 0.072
H -4.22 -3.15 -1.32 0.271
H -6.27 -3.82 -1.03 0.241
H -5.92 -5.36 -0.76 0.245
H -0.97 -7.45 -1.33 0.447
H -2.67 -6.93 -1.20 0.356
H -1.41 -6.11 -0.28 0.287
H -0.20 -6.11 -4.67 0.332
H 0.89 -6.11 -3.29 0.351
H -0.27 -7.44 -3.47 0.453
H 1.20 -1.75 -1.60 0.303
H 2.26 -2.30 -2.89 0.600
C -4.07 7.57 -6.37 -0.468
C -2.74 7.61 -5.99 -0.606
C -2.12 6.46 -5.51 -0.694
C -2.84 5.28 -5.41 0.094
C -4.19 5.25 -5.77 0.559
C -4.80 6.40 -6.26 -0.781
C -4.99 4.01 -5.62 0.639
O -6.16 3.97 -5.94 -0.660
C -4.32 2.80 -5.05 0.250
C -5.06 1.64 -4.84 -0.882
C -4.46 0.52 -4.32 -0.769
C -3.10 0.54 -4.01 0.601
C -2.36 1.69 -4.21 -0.553
C -2.96 2.82 -4.72 0.181
C -2.15 4.06 -4.90 0.908
O -0.97 4.07 -4.63 -0.678
H -4.55 8.47 -6.74 0.419
H -2.18 8.53 -6.06 0.433
H -1.08 6.48 -5.22 0.466
H -5.84 6.36 -6.55 0.499
H -6.12 1.65 -5.10 0.506
H -5.04 -0.38 -4.16 0.423
H -2.62 -0.34 -3.60 -0.177
H -1.30 1.72 -3.97 0.504
C 7.51 -3.54 10.26 -0.485
C 6.31 -3.00 9.82 -0.481
C 5.98 -3.02 8.47 -0.560
C 6.86 -3.59 7.56 0.204
C 8.08 -4.12 8.00 0.174
C 8.39 -4.11 9.35 -0.575
C 9.06 -4.71 7.04 0.588
O 10.10 -5.18 7.42 -0.643
C 8.71 -4.68 5.59 0.237
C 9.62 -5.17 4.66 -0.604
C 9.31 -5.16 3.32 -0.560
C 8.08 -4.68 2.88 -0.282
C 7.17 -4.18 3.80 -0.394
C 7.48 -4.18 5.16 -0.033
C 6.49 -3.62 6.12 0.559
O 5.41 -3.20 5.74 -0.680
H 7.76 -3.53 11.31 0.403
H 5.63 -2.55 10.53 0.404
H 5.05 -2.60 8.12 0.459
H 9.33 -4.53 9.68 0.482
H 10.57 -5.55 5.01 0.491
H 10.02 -5.54 2.60 0.397
H 7.84 -4.68 1.83 0.351
H 6.21 -3.79 3.49 0.581
C -3.29 11.74 1.83 -0.499
C -3.16 11.00 3.00 -0.492
C -3.09 9.61 2.94 -0.548
C -3.17 8.97 1.72 0.164
C -3.32 9.71 0.55 0.158
C -3.37 11.10 0.61 -0.529
C -3.44 9.04 -0.78 0.516
O -3.56 9.68 -1.80 -0.661
C -3.41 7.55 -0.81 -0.082
C -3.57 6.90 -2.03 -0.734
C -3.53 5.52 -2.08 -0.019
C -3.32 4.78 -0.92 -0.607
C -3.17 5.42 0.30 -0.832
C -3.22 6.81 0.36 0.179
C -3.07 7.48 1.68 0.720
O -2.89 6.83 2.69 -0.663
H -3.34 12.82 1.88 0.396
H -3.11 11.50 3.96 0.406
H -2.98 9.02 3.84 0.472
H -3.48 11.66 -0.31 0.473
H -3.72 7.48 -2.93 0.523
H -3.66 5.01 -3.02 0.616
H -3.29 3.69 -0.97 0.474
H -3.01 4.86 1.21 0.470
```

Calculated values
Frontier orbital gap in eV: 6.815
HOMO level in Ha: -0.4006
Net charge: +1
LUMO energy in eV: -4.09